# 1
Below is 2 unconnected molecules or ions with the total composition C2H3Cl2N at a distorted geometry, with properties calculated with ωB97M-V/def2-TZVPD.

Last column: Mulliken charge in e.
Positions of all 8 atoms, in Å:
C -0.685 -0.037 0.530  0.01
C 0.049 1.021 -0.162  -0.02
N -0.573 -0.084 -0.863  -0.45
Cl -2.170 0.075 1.334  -0.10
Cl 1.790 1.140 -0.031  -0.16
H 0.307 -1.551 1.511  0.14
H -0.420 1.983 -0.337  0.31
H 0.003 -0.788 -1.301  0.27

Computed properties:
**Highest occupied orbital energy (alpha / beta)**: -0.365 / -0.346 hartree
**Energy above the lowest of the compared OMol25 structures with the same formula, charge and spin**: 98.9 kcal/mol

# 2
Below is 3 unconnected molecules or ions with the total composition C3H4N2O at a distorted geometry, with properties calculated with ωB97M-V/def2-TZVPD.

Last column: Mulliken charge in e.
Positions of all 10 atoms, in Å:
C -0.882 -0.395 -0.220  0.40
C -0.145 1.200 -0.510  -0.44
C 1.393 0.651 -0.001  0.17
H 0.116 0.016 1.825  0.28
H -1.280 -1.152 1.699  0.26
H -0.807 2.294 0.530  0.28
H -0.534 1.855 -2.133  0.33
N -0.712 -0.382 1.298  -0.40
N 2.549 0.127 0.432  -0.38
O -1.569 -1.246 -1.205  -0.49

Computed properties:
**Highest occupied orbital energy**: -0.386 hartree
**Energy above the lowest of the compared OMol25 structures with the same formula, charge and spin**: 274.0 kcal/mol

# 3
Below is 2 unconnected molecules or ions with the total composition C9H14N2O2 at a distorted geometry, with properties calculated with ωB97M-V/def2-TZVPD.

Last column: Mulliken charge in e.
Positions of all 27 atoms, in Å:
O 0.429 -0.644 3.518  -0.60
C 0.464 0.564 3.303  0.66
C 0.479 1.646 4.243  -0.78
C 0.236 2.928 3.802  0.02
N 0.250 3.187 2.522  -0.13
C 0.307 2.223 1.479  0.44
O 0.334 2.624 0.331  -0.63
N 0.444 1.023 1.945  -0.02
H 0.145 1.530 5.297  0.29
H -0.014 3.724 4.483  0.40
H 0.235 4.146 2.120  0.25
H 0.641 0.390 1.193  0.11
C -0.043 -1.864 -1.014  -0.34
C 0.670 -0.618 -1.806  -0.62
C 0.249 -1.159 -3.202  -0.75
C -1.232 -1.569 -3.131  -0.47
C -1.019 -2.592 -1.968  -0.96
H 0.739 -2.608 -0.591  0.25
H -0.675 -1.501 -0.232  0.28
H 1.788 -0.535 -1.888  0.24
H 0.431 0.403 -1.676  0.33
H 0.832 -1.903 -3.746  0.33
H 0.238 -0.386 -4.016  0.38
H -1.533 -1.929 -4.169  0.32
H -1.858 -0.660 -2.889  0.24
H -0.688 -3.545 -2.423  0.24
H -1.851 -2.874 -1.484  0.51

Computed properties:
**Highest occupied orbital energy**: -0.346 hartree
**Energy above the lowest of the compared OMol25 structures with the same formula, charge and spin**: 40.1 kcal/mol
**Structure (SMILES)**: O=c1cc[nH]c(=O)[nH]1.C1CCCC1

# 4
Below is a single C3H2N2O molecule at a distorted geometry, with properties calculated with ωB97M-V/def2-TZVPD.

Last column: Mulliken charge in e.
Positions of all 8 atoms, in Å:
N 2.693 -0.126 0.042  -0.36
C 1.564 0.130 0.099  0.28
C 0.159 0.375 0.130  -0.10
O -0.342 1.543 -0.401  -0.48
C -0.657 -0.638 0.343  0.46
N -1.415 -1.600 0.286  -0.50
H -0.950 1.925 0.234  0.34
H -1.051 -1.608 -0.734  0.35

Computed properties:
**Highest occupied orbital energy**: -0.353 hartree
**Energy above the lowest of the compared OMol25 structures with the same formula, charge and spin**: 46.7 kcal/mol
**Structure (SMILES)**: N#CC(O)=C=N

# 5
Below is a single C3H6FNS molecule at a distorted geometry, with properties calculated with ωB97M-V/def2-TZVPD.

Last column: Mulliken charge in e.
Positions of all 12 atoms, in Å:
C -0.947 0.903 -0.103  -0.77
C 0.526 -0.769 0.479  -0.55
C -0.704 -0.081 1.025  0.38
N 1.170 0.213 -0.411  -0.28
F -1.834 -0.885 0.963  -0.32
S 1.609 -0.147 -1.862  -0.11
H -1.360 0.475 -1.089  0.23
H -1.514 1.802 0.057  0.35
H 1.297 -1.160 1.115  0.33
H 0.201 -1.732 -0.092  0.31
H -0.772 0.384 2.024  0.26
H 2.327 0.997 -2.105  0.16

Computed properties:
**Highest occupied orbital energy (alpha / beta)**: -0.303 / -0.296 hartree
**Energy above the lowest of the compared OMol25 structures with the same formula, charge and spin**: 107.8 kcal/mol

# 6
Below is a single C19H14ClNO3 molecule, with properties calculated with ωB97M-V/def2-TZVPD.

Last column: Mulliken charge in e.
Positions of all 38 atoms, in Å:
C 1.622 1.389 3.925  -1.39
C 0.909 0.460 2.979  0.53
O -0.198 0.035 3.222  -0.56
C 1.625 0.126 1.720  0.47
C 3.051 0.003 1.646  1.21
O 3.769 0.090 2.786  -0.52
C 3.655 -0.232 0.448  -1.04
C 2.936 -0.351 -0.781  0.00
O 3.421 -0.534 -1.880  -0.65
N 1.535 -0.252 -0.633  0.35
C 0.759 -0.399 -1.825  -0.38
C 0.832 0.574 -2.810  -0.07
C 0.086 0.430 -3.966  -0.86
C -0.727 -0.677 -4.137  -0.43
C -0.783 -1.653 -3.157  -0.91
C -0.036 -1.522 -2.001  0.13
C 0.916 -0.044 0.551  0.66
C -0.559 0.081 0.486  -0.19
C -1.124 1.227 -0.063  -0.06
C -2.496 1.350 -0.170  -1.02
C -3.306 0.315 0.270  0.33
Cl -5.019 0.457 0.124  -0.22
C -2.758 -0.831 0.823  -0.97
C -1.385 -0.944 0.932  -0.04
H 2.170 2.158 3.387  0.37
H 2.331 0.816 4.517  0.26
H 0.891 1.839 4.592  0.41
H 4.705 -0.056 2.594  0.30
H 4.728 -0.341 0.380  0.30
H 1.475 1.429 -2.670  0.46
H 0.141 1.186 -4.735  0.39
H -1.310 -0.785 -5.039  0.42
H -1.405 -2.525 -3.294  0.41
H -0.063 -2.286 -1.239  0.43
H -0.487 2.031 -0.401  0.46
H -2.935 2.240 -0.591  0.44
H -3.400 -1.624 1.172  0.44
H -0.952 -1.828 1.371  0.54

Computed properties:
**Highest occupied orbital energy**: -0.318 hartree
**Energy above the lowest of the compared OMol25 structures with the same formula, charge and spin**: 0.0 kcal/mol
**Structure (SMILES)**: CC(=O)c1c(O)cc(=O)n(-c2ccccc2)c1-c1ccc(Cl)cc1